A 6-piece molecular cluster, C28H58BO20S overall, computed with ωB97M-V/def2-TZVPD.

Element x y z (Å)
S: 0.28609 -2.48721 1.18549
O: -8.84974 1.09040 -8.92164
O: 3.51956 3.24493 2.98967
O: -3.04838 1.60062 -3.71917
O: -9.26543 0.93835 -3.64053
O: -2.60536 2.01430 -1.65260
O: -10.14769 1.24612 -10.63598
O: 7.09625 -1.34479 9.93411
O: 5.72455 -1.52430 8.15032
O: 7.22986 0.01481 8.13201
O: 3.01693 4.26919 1.03705
O: 5.81407 -4.70005 3.15825
O: -1.06485 -3.02639 1.10174
O: -7.48327 1.71694 -2.70751
O: -1.03320 0.98013 -2.91357
O: -7.52256 1.49295 -4.95664
O: 1.83696 2.57014 1.64116
O: 1.17803 -4.67991 2.78173
O: 2.74977 -3.06573 2.29659
O: 0.44157 -1.25480 1.95139
O: -8.07844 2.13535 -10.77433
C: 6.72056 -0.98937 8.84472
C: -6.15262 2.27257 -2.78497
C: 7.05619 -4.52137 2.53278
C: 0.73954 -2.05610 -0.50241
C: 2.68054 -6.54655 2.50648
C: -9.98735 0.57820 -4.82035
C: -2.11340 1.48282 -2.76414
C: 4.11780 5.16061 1.24495
C: 4.50695 -2.09293 4.31277
C: -6.17668 3.72729 -3.19546
C: 1.55068 1.46155 2.52167
C: -0.67426 3.08539 -0.58616
C: -2.64914 1.11581 -5.00202
C: -10.39614 1.71884 -11.96049
C: 2.39838 -5.22074 3.22371
C: -7.61508 1.37692 -8.23103
C: -8.03285 1.39726 -3.86692
C: -1.72133 1.99875 -0.50799
C: 4.73743 -4.36762 2.28478
C: 2.85361 3.33767 1.99103
C: -8.93224 1.54537 -10.16431
C: 5.10430 -2.66145 8.75595
C: 5.43993 4.52192 0.87726
C: 3.44481 -4.05038 3.05253
C: -7.57404 2.79423 -7.71599
C: 9.63217 -0.10392 8.55143
C: 8.35129 0.68317 8.72380
C: 3.77169 -3.42463 4.40512
B: 1.61114 -3.80391 1.71119
H: -0.12092 -2.24821 -1.13856
H: 9.80166 -0.32424 7.49709
H: 0.00744 2.91286 -1.41810
H: -6.55479 3.84358 -4.21111
H: -9.62152 1.37996 -12.64478
H: 3.28602 -7.21945 3.11772
H: -1.13982 4.06345 -0.72460
H: -0.08941 3.09869 0.33150
H: -2.38138 2.15371 0.34261
H: -6.81548 4.30313 -2.52425
H: 1.43715 1.80449 3.54767
H: 7.81361 -4.99305 3.15724
H: 8.40950 1.63435 8.19816
H: 7.07545 -4.98818 1.54117
H: 5.56917 -2.22485 4.09420
H: -10.21360 1.46290 -5.41405
H: 1.96931 -4.36243 0.67193
H: 1.02418 -1.00646 -0.51845
H: -7.59502 0.67757 -7.39938
H: 4.36719 -4.11276 5.01227
H: 4.06566 -1.43965 3.56209
H: 5.79165 -3.50570 8.76426
H: -10.90874 0.11940 -4.47525
H: 4.24517 -2.89210 8.13378
H: 2.82149 -3.27468 4.92387
H: 5.40877 4.15006 -0.14749
H: 4.11712 5.50494 2.27910
H: 9.58650 -1.04524 9.09694
H: 1.71256 -7.02389 2.34218
H: -9.42212 -0.13030 -5.42192
H: 5.66361 3.68688 1.53898
H: 1.57470 -2.68355 -0.80531
H: -8.44273 2.99168 -7.08902
H: -1.87446 1.75385 -5.42501
H: -7.56911 3.51356 -8.53558
H: 10.47740 0.47308 8.92809
H: -5.74521 2.16274 -1.78321
H: 4.97334 -3.47361 1.69794
H: 2.33439 0.71196 2.45803
H: 6.24442 5.25404 0.95933
H: 4.78577 -2.43302 9.77063
H: 3.90824 6.01175 0.59845
H: -10.44371 2.80673 -11.97325
H: 8.14255 0.88222 9.77475
H: -11.35700 1.30291 -12.24845
H: 7.28788 -3.45551 2.42350
H: 2.31955 -5.46563 4.28827
H: -6.77571 1.16012 -8.89100
H: -2.28433 0.09356 -4.93297
H: -5.16614 4.13286 -3.15303
H: -3.54009 1.15330 -5.62328
H: -5.54462 1.67582 -3.45965
H: -1.27205 1.01121 -0.41105
H: 3.15754 -6.44015 1.53766
H: 4.61494 -5.18877 1.58004
H: 0.62704 1.02224 2.16574
H: 4.45013 -1.56945 5.27136
H: -6.67981 2.94089 -7.11324

The value obtained for the HOMO energy is -5.2111 eV. Its charge is -1. The gap between HOMO and LUMO comes out at 7.05 eV.

=====

A 3-piece molecular cluster, C28H58N2O8P overall at a distorted geometry, computed with ωB97M-V/def2-TZVPD.

Element x y z (Å)
P: 0.44594 -1.11411 4.20352
O: 2.19823 -0.23593 -5.15833
O: 4.46376 2.14855 0.71576
O: -0.51871 -1.48240 -5.93763
O: 6.70191 4.22025 0.48645
O: 7.24779 1.51291 1.86940
O: 2.05471 -1.23091 4.10303
O: -0.25044 0.23096 -3.38896
O: -0.13447 -2.44855 4.92733
N: -0.10781 -1.23440 2.50824
N: -0.56996 -0.78872 0.42042
C: -0.25322 1.94100 2.51082
C: -1.23309 1.24424 -3.52735
C: -6.32972 0.79525 3.47944
C: -1.09441 -2.05843 0.67644
C: 0.67168 0.99442 1.67917
C: -0.79664 -2.35035 1.96232
C: 0.01178 -0.33794 1.52855
C: 4.72734 1.78729 2.05653
C: 1.52808 -0.05647 -6.39292
C: -6.55566 -0.23411 2.38564
C: 7.02783 5.15293 1.50025
C: 6.14310 2.04414 2.56824
C: -4.96037 -2.28508 -0.65001
C: -0.72111 -1.10129 -3.43570
C: -6.50332 -2.75721 1.94570
C: -6.55131 0.28410 0.97585
C: 0.01644 -0.24114 -6.36403
C: -1.85101 -2.88963 -0.31927
C: -0.72664 3.17678 1.71166
C: -0.28256 -1.94728 -4.62955
C: 4.18488 1.08657 -0.17077
C: -3.06251 -3.52096 0.36722
C: 3.04105 -1.36979 -5.07296
C: 7.72156 3.30407 0.13830
C: 7.46640 1.84926 0.51107
C: -5.00987 -3.09080 1.84231
C: -4.18833 -2.49644 0.66840
C: -6.78186 -1.50041 2.75286
H: 6.30014 3.10778 2.75494
H: -2.19680 0.85474 -3.86027
H: 0.84450 1.37987 0.67494
H: -7.24491 -1.63938 3.72549
H: 4.08461 -1.04743 -5.03098
H: -0.46494 0.57625 -5.82625
H: 4.07084 2.40890 2.67958
H: 0.28942 2.21989 3.41011
H: -6.95013 0.53045 4.33574
H: -0.54528 4.10102 2.25017
H: 1.65228 0.86160 2.13275
H: -4.55408 -2.70978 2.76199
H: -1.80094 3.10943 1.54091
H: -1.11992 1.36405 2.83126
H: 1.69292 0.98762 -6.68119
H: -6.68708 1.77290 3.14960
H: 0.76170 -2.24832 -4.52670
H: 8.36813 1.30180 0.22344
H: -7.30892 1.06271 0.88538
H: -1.09256 -2.47873 4.78333
H: -0.99795 -3.22416 2.55215
H: -2.18827 -2.21120 -1.10471
H: 7.78790 3.32179 -0.95556
H: -0.84398 -2.88376 -4.55200
H: -6.96703 -3.57502 2.49951
H: -7.03699 -2.71195 0.99453
H: 4.77606 1.21375 -1.07979
H: -1.81309 -1.13597 -3.33505
H: -5.27571 0.83176 3.74349
H: 3.13043 1.13089 -0.46761
H: 2.90924 -2.05900 -5.90900
H: 1.97509 -0.67325 -7.17806
H: -4.30342 -2.52145 -1.49090
H: 7.96174 4.91235 2.01174
H: -0.64352 -0.29963 -0.46087
H: 6.18733 1.58412 3.56025
H: 7.09974 6.15363 1.06678
H: -2.80267 -4.07248 1.27173
H: -5.57413 0.70721 0.72737
H: 8.69427 3.63191 0.51724
H: -5.81738 -2.94708 -0.74163
H: 6.67830 1.42178 -0.11023
H: -0.30625 -1.59589 -2.54549
H: -0.26101 3.17516 0.72881
H: 4.44612 0.74347 2.24474
H: -1.35850 1.77307 -2.57661
H: -5.23503 -1.24421 -0.78186
H: -1.20447 -3.63893 -0.77341
H: -4.86291 -4.17194 1.84342
H: -0.32172 -0.12446 -7.39682
H: -0.88544 1.97684 -4.25728
H: -6.84345 -0.50745 0.29214
H: 2.38095 -1.05259 4.99858
H: -3.49216 -4.26213 -0.31046
H: 4.41029 0.10484 0.25280
H: 6.22010 5.17253 2.23614
H: -3.71630 -1.55580 0.96697
H: 2.82544 -1.90255 -4.14275

The value obtained for the HOMO energy is -10.6561 eV. Its charge is +1. The gap between HOMO and LUMO comes out at 8.04 eV.